1.
# C31H34N7O4ReS

A molecular structure, C31H34N7O4ReS (wB97M-V/def2-TZVPD, the OMol25 dataset).

The geometry in ORCA input format:
```
! RIJCOSX wB97M-V def2-TZVPD def2/J DEFGRID3
* xyz 1 4
Re -0.1380 0.0625 0.0289
S -0.6548 3.4683 -0.4473
O -0.0988 -0.1890 1.9960
O 0.2540 4.5445 -0.1956
O 1.7958 -0.1335 -0.2123
O -0.8277 2.9897 -1.8000
N -0.1029 -2.0514 0.0308
N 0.0464 3.3787 2.4512
N -0.1709 0.3427 -2.0532
N -2.3418 -0.1392 0.1118
N 1.7799 1.9327 1.7629
N -0.1265 2.1575 0.4394
N -6.1129 5.3462 0.9412
C 2.4671 -2.6593 4.0861
C -2.8418 0.4727 1.3828
C 2.0501 -1.4305 4.6113
C 2.8804 2.2484 -2.7596
C 2.0541 1.3566 -2.0512
C 4.1530 2.5187 -2.3254
C -0.8048 -2.7728 -1.0257
C 0.7394 -0.9805 2.6467
C 4.6381 1.8622 -1.1878
C 0.7638 3.7192 3.5148
C -4.8561 4.9088 0.6395
C -3.8374 4.9308 1.6031
C -1.3001 -0.0261 -2.9137
C 0.7846 1.0126 -2.6159
C 0.5988 2.5182 1.6046
C 2.4733 2.2648 2.8440
C 2.0141 3.1851 3.7689
C 1.1910 -0.6074 3.9170
C 1.1385 -2.2229 2.1165
C 2.5440 0.7300 -0.8910
C -2.7020 0.3802 -2.4415
C -2.5708 4.4763 1.3072
C -2.3262 -2.4991 -0.9748
C 3.8568 0.9726 -0.4844
C -2.8089 -1.5570 0.1253
C 0.5544 -2.7295 0.9091
C -2.9661 0.6806 -0.9695
C -3.2822 3.9638 -0.9274
C 1.9931 -3.0559 2.8605
C -2.2836 3.9604 0.0447
C -4.5510 4.4206 -0.6376
H 2.4032 -1.1225 5.5872
H -0.6098 -3.8413 -0.9214
H -4.0495 0.6651 -0.8086
H -6.7931 5.4659 0.2139
H -4.0460 5.3272 2.5893
H -1.2645 -1.1060 -3.0471
H -5.3112 4.4225 -1.4090
H 3.1367 -3.2934 4.6489
H 4.7793 3.2183 -2.8595
H 2.4883 2.7256 -3.6495
H -2.8406 -3.4411 -0.7769
H 3.4359 1.7786 2.9638
H 0.8577 0.3384 4.3230
H -2.5142 -1.9593 1.0954
H -1.7917 4.5104 2.0526
H -3.0542 3.6227 -1.9281
H -3.9035 -1.5348 0.1054
H -6.2837 5.8219 1.8076
H 2.5923 3.4667 4.6358
H -2.4145 -0.0518 2.2304
H 4.2223 0.4664 0.3981
H -0.3787 -2.4647 -1.9793
H -2.6858 -2.1756 -1.9482
H 2.2749 -4.0174 2.4482
H -1.1316 0.3974 -3.9048
H -3.9322 0.4041 1.4039
H 5.6482 2.0592 -0.8520
H 0.3131 4.4393 4.1892
H 0.6388 -3.8043 0.7451
H -2.9797 1.3086 -2.9439
H -2.5414 1.5182 1.4194
H -2.6354 1.6929 -0.7674
H -3.3988 -0.3739 -2.8108
H 0.6242 1.3333 -3.6435
*
```

E_HOMO (spin up / spin down)   -10.21 / -10.30 eV
LUMO (spin up / spin down)   -2.8 / -3.6 eV
Gap between HOMO and LUMO (spin up / spin down)   7.445 / 6.717 eV

=====

2.
# C31H35AsBrLaN5O7S

A molecular structure, C31H35AsBrLaN5O7S in a non-equilibrium geometry (wB97M-V/def2-TZVPD, the OMol25 dataset).

The geometry in ORCA input format:
```
! RIJCOSX wB97M-V def2-TZVPD def2/J DEFGRID3
* xyz -1 1
La 12.6355 10.4635 13.8595
Br 10.3935 9.0479 11.7759
As 15.0001 7.7078 13.4489
S 14.1100 11.6467 21.8268
O 6.4678 10.1865 18.0780
O 11.4493 6.5738 15.8826
O 12.4686 8.3864 14.9102
O 14.3531 9.0770 12.8166
O 14.8978 10.9765 15.0236
O 13.0431 12.6323 15.1085
O 7.6539 8.6389 19.1484
N 11.8577 11.9290 20.3813
N 10.3452 9.7659 15.0407
N 14.1307 12.8188 15.7977
N 15.1230 12.0767 15.7801
N 13.3735 10.3559 19.6292
C 14.9076 15.5806 18.2360
C 13.9042 12.7986 9.6758
C 13.6560 12.2613 10.9878
C 12.3456 9.4745 19.0423
C 11.9868 10.8860 10.0823
C 11.5345 7.8229 15.6053
C 11.3430 12.0741 19.0273
C 12.0422 11.5422 8.8491
C 7.4120 9.4031 18.2282
C 12.7526 11.3527 11.2465
C 10.1489 9.5260 9.0568
C 12.9887 16.1346 16.8242
C 8.3508 10.3818 16.1196
C 14.7513 10.1605 19.1644
C 9.4691 8.5382 16.8994
C 15.4374 7.7060 15.3280
C 10.8628 9.9318 10.1221
C 11.1067 11.2981 7.8301
C 8.3980 9.3966 17.0527
C 10.4174 8.7775 15.9313
C 13.0085 12.5780 8.7487
C 13.8461 16.3995 17.9067
C 10.2267 10.2744 7.8421
C 15.0843 14.3959 17.5299
C 9.3087 10.5805 15.1421
C 13.1509 14.9319 16.1694
C 11.3454 12.8866 21.2969
C 13.0691 11.3231 20.6125
C 16.6320 7.2253 12.6570
C 14.1686 14.0613 16.5295
C 14.0306 6.2085 12.9704
H 9.4211 7.5966 17.5387
H 13.0139 6.5199 13.3271
H 15.9564 13.8168 17.7235
H 14.9857 9.0827 19.2909
H 15.4796 10.8058 19.7499
H 10.7816 13.6038 20.7932
H 15.5294 15.8448 19.0996
H 11.2840 9.7473 19.4542
H 11.1828 13.1363 18.7749
H 9.3658 8.7355 9.2616
H 13.6026 17.2168 18.4993
H 9.1780 11.3359 14.3674
H 14.7863 10.4787 18.1178
H 11.1430 11.9574 6.9121
H 10.2995 11.6887 18.9183
H 14.2334 12.4770 11.8226
H 16.1783 6.8986 15.4606
H 15.8794 8.6734 15.4358
H 14.3577 5.2873 13.4428
H 17.3897 8.0015 12.8391
H 14.5327 7.7185 15.9820
H 12.2640 13.3756 21.8522
H 9.3650 10.2016 7.1099
H 12.6054 8.4769 19.3681
H 16.6052 7.0607 11.5791
H 12.3431 9.5025 17.9562
H 12.0273 11.5896 18.3094
H 12.4878 14.6191 15.4010
H 14.6560 13.5790 9.6238
H 12.9932 13.0905 7.7822
H 13.9804 6.1686 11.8779
H 10.6568 12.4998 22.0630
H 7.5201 11.0879 16.1907
H 16.9762 6.3834 13.2231
H 12.1880 16.8074 16.5459
*
```

E_HOMO   -5.57 eV
LUMO   1.9 eV
Gap between HOMO and LUMO   7.490 eV

=====

3.
# C31H35BO2S

2 unconnected molecules or ions with the total composition C31H35BO2S in a non-equilibrium geometry (wB97M-V/def2-TZVPD, the OMol25 dataset).

The geometry in ORCA input format:
```
! RIJCOSX wB97M-V def2-TZVPD def2/J DEFGRID3
* xyz 0 1
S 2.1134 3.0735 -1.1526
O 1.2016 -2.6740 -1.4475
O 0.9739 -2.4188 0.8566
C -3.0221 -0.2801 -0.8098
C -3.2508 0.7476 -2.9759
C -1.6562 -3.4384 1.3893
C -2.3112 3.4556 -1.3096
C 1.0129 2.5339 0.1416
C -2.6086 2.8720 1.0128
C -1.0787 -1.7568 -0.3330
C -3.1472 3.3403 -0.1897
C 2.3839 -2.5448 0.6278
C -0.4064 2.6897 -0.0103
C 2.7771 -3.9236 1.1388
C 2.8401 -0.9137 -1.3627
C 2.5237 -2.3547 -0.9419
C -2.8815 -2.9102 3.4024
C 4.7274 3.9071 -0.4992
C -2.3397 -3.8636 2.5297
C -4.6205 3.6309 -0.2916
C -1.2590 2.5666 1.1163
C -1.6255 -2.0753 1.0436
C -1.1106 -0.1911 -2.2962
C 3.0380 -1.4742 1.4867
C 3.0661 3.0242 1.2297
C 3.4171 3.3671 -0.0653
C -2.1513 -1.1287 1.9263
C -3.8011 0.3995 -1.7443
C 1.7284 2.5558 1.3493
C -0.9680 3.1442 -1.2232
C -1.9015 0.4684 -3.2342
C -2.7922 -1.5503 3.1005
C -1.6740 -0.6019 -1.0785
C 3.5412 -3.2334 -1.6164
B 0.3730 -2.4007 -0.3869
H -2.7397 3.7715 -2.2590
H 2.7643 -1.6416 2.5368
H -3.8897 1.2029 -3.7311
H 2.2694 -4.7126 0.5786
H 3.8653 -0.6481 -1.0480
H -1.4743 0.7723 -4.1969
H -3.2267 -0.7944 3.7635
H 2.7030 -0.4638 1.2044
H 4.6280 4.8073 -1.1166
H 2.8138 -0.8355 -2.4614
H 3.2652 -4.2842 -1.5842
H 4.1291 -1.5246 1.3984
H -4.8408 0.6176 -1.4955
H 3.8578 -4.0909 1.0846
H 3.6355 -2.9366 -2.6646
H 2.1293 -0.1695 -0.9762
H 1.2764 2.2955 2.3013
H 2.4595 -3.9995 2.1867
H -1.2350 -4.1782 0.7045
H -0.3270 3.2929 -2.1088
H -2.4269 -4.9348 2.7408
H 4.5289 -3.0895 -1.1560
H -0.0832 -0.5013 -2.5314
H -3.2583 2.7710 1.8846
H 5.3269 4.1536 0.3810
H 3.7868 3.1236 2.0404
H -1.4382 -2.6224 -0.9625
H -5.2109 2.7151 -0.4831
H -4.9917 4.0711 0.6408
H -3.3759 -3.2403 4.3172
H -3.5108 -0.6398 0.0939
H -0.8340 2.2783 2.0714
H -2.1295 -0.0720 1.6491
H 5.2631 3.1372 -1.0746
H -4.8214 4.3275 -1.1108
*
```

SMILES string   CC1(C)OB(C(c2ccccc2)c2ccccc2)OC1(C)C.Cc1ccc(-c2ccc(C)s2)cc1
E_HOMO   -7.48 eV
LUMO   0.4 eV
Gap between HOMO and LUMO   7.877 eV

=====

4.
# C31H35Cl2LaN5O9PS3

A molecular structure, C31H35Cl2LaN5O9PS3 in a non-equilibrium geometry (wB97M-V/def2-TZVPD, the OMol25 dataset).

The geometry in ORCA input format:
```
! RIJCOSX wB97M-V def2-TZVPD def2/J DEFGRID3
* xyz -2 1
La 0.3386 -1.9157 -0.0725
Cl -4.9803 -0.7951 -0.5515
Cl -2.3790 -1.9109 -1.2205
S -1.0764 1.2715 -2.0027
S -1.0200 3.4260 -5.4502
S -0.7499 -3.3429 2.4043
P 0.0994 -2.1696 -3.1350
O 0.6265 -6.0312 -0.8805
O 4.7765 -2.2553 -0.3098
O -0.7162 -0.0731 0.8320
O 0.1899 4.0776 -5.9087
O -0.2521 -4.0001 -0.6786
O -1.3701 -4.5040 3.0210
O -1.9537 3.0935 -6.5038
O 2.5771 -2.4870 -0.5991
O -1.6664 -2.5437 1.5781
N 0.6566 -3.5768 1.7603
N -0.7005 2.1481 -4.4871
N 2.2869 -1.1025 1.8293
N 1.6443 0.3358 -0.5961
N 2.1438 2.4649 -0.8497
C -0.5359 1.0890 1.3248
C -2.3851 5.6957 -4.1947
C 1.1985 -1.4173 5.4229
C 0.8792 -4.8970 1.2202
C 0.3940 -5.0029 -0.2455
C 1.4179 1.5564 -0.1372
C 0.7604 3.1409 1.6369
C 0.8508 -2.3348 4.4434
C -2.7887 5.4493 -1.8290
C -2.2236 4.1857 -1.8278
C 0.3509 -0.3613 5.7331
C -2.8793 6.1973 -2.9961
C -0.0976 3.5778 2.6252
C 0.7516 0.6811 6.7403
C 3.3795 -2.0527 1.6242
C -0.9206 -1.1320 -4.2782
C 2.5293 0.4666 -1.6243
C -0.8624 -0.2612 5.0615
C 3.6126 -2.2846 0.0869
C 0.5599 1.9387 0.9621
C -1.4508 1.6301 2.2690
C 2.8453 1.7767 -1.8048
C -1.2131 -1.1800 4.0885
C -1.2283 2.8196 2.9132
C -1.7438 3.6836 -3.0279
C -3.2552 -0.7179 -0.2669
C -1.1300 2.3608 -3.2653
C 1.6302 -2.2139 -4.1719
C -0.3442 -2.2024 3.7611
C -1.8191 4.4435 -4.1835
C -0.6048 -3.8131 -3.6075
H 2.0443 3.4650 -0.7984
H -2.8983 0.2715 -0.5528
H 1.4992 -3.1532 4.1699
H 1.6483 0.3785 7.2797
H 2.0012 -1.1970 -4.2953
H -1.9453 -1.0911 -3.9145
H -2.3379 1.0501 2.4758
H 4.3310 -1.7203 2.0721
H -1.6398 -3.8653 -3.2699
H 1.9484 -5.1320 1.2476
H -1.9311 3.1685 3.6612
H -3.1676 5.8600 -0.9042
H 3.4871 2.2680 -2.5079
H -0.0471 0.8590 7.4603
H -1.5237 0.5607 5.2901
H 0.0918 4.5063 3.1481
H -0.0467 -4.6032 -3.1081
H 2.8998 -0.3955 -2.1412
H 0.3412 -5.6477 1.8159
H 3.0858 -3.0096 2.0631
H -3.0538 -0.9618 0.7740
H -2.1430 3.5946 -0.9271
H 2.1453 -1.5096 5.9384
H 2.3877 -2.8092 -3.6668
H -0.5340 -0.1133 -4.3144
H 1.4063 -2.6399 -5.1524
H 1.6327 3.7406 1.4052
H 2.6107 -0.1692 1.5822
H -0.5616 -3.9479 -4.6911
H 0.9532 1.6229 6.2278
H -2.1465 -1.1093 3.5524
H -0.9173 -1.5554 -5.2841
H -2.4374 6.2625 -5.1120
H -3.3350 7.1783 -2.9670
H 2.0034 -1.0900 2.8075
*
```

E_HOMO   -3.03 eV
LUMO   3.9 eV
Gap between HOMO and LUMO   6.901 eV

=====

5.
# C31H35Cl57F6N3O4P2

19 unconnected molecules or ions with the total composition C31H35Cl57F6N3O4P2 in a non-equilibrium geometry (wB97M-V/def2-TZVPD, the OMol25 dataset).

The geometry in ORCA input format:
```
! RIJCOSX wB97M-V def2-TZVPD def2/J DEFGRID3
* xyz 1 1
Cl 4.3545 3.0880 -3.8259
Cl 5.8880 3.3964 -0.8948
Cl -2.5139 -7.6831 5.5143
Cl 6.8388 -11.2482 -3.5018
Cl 5.1744 0.3027 -7.1867
Cl -1.0177 8.4336 -5.8148
Cl 4.2244 -12.5112 -3.3239
Cl 1.2135 -10.0104 4.7564
Cl -0.8926 6.4155 -3.7176
Cl 1.9991 -1.9466 -3.0633
Cl 8.6906 3.5459 -1.6568
Cl 3.1135 -1.7359 -5.7441
Cl -4.5426 -7.4318 3.4442
Cl -0.5843 -3.3315 -1.3713
Cl -3.5749 0.9530 9.7749
Cl -2.5096 -1.4517 0.0090
Cl 3.8268 -7.4329 -2.9235
Cl -0.2093 -4.8942 -3.7952
Cl 6.9196 -0.5767 -1.0966
Cl -4.8717 3.6648 -6.4247
Cl -2.3692 -5.5523 -1.9603
Cl -6.3721 -5.4114 -1.0113
Cl 2.7937 -5.4034 -4.7331
Cl 6.7221 5.1673 -3.0569
Cl -5.3916 -9.0454 5.8890
Cl 0.1616 -10.7420 2.1449
Cl -9.4976 2.5315 5.5659
Cl -8.8397 -0.2576 6.0662
Cl 8.2326 6.0751 1.0956
Cl 7.9554 0.0077 1.5583
Cl 7.7300 -0.7179 -6.4140
Cl 5.0298 -11.1740 -5.7786
Cl -7.2308 1.8523 7.2586
Cl 2.5540 0.6641 -4.1972
Cl 10.3996 -0.1870 -7.4398
Cl 5.6480 6.9941 2.0652
Cl 9.6968 -1.1600 -0.4580
Cl 6.3469 -1.9154 -8.6719
Cl -4.4239 -4.7156 1.0333
Cl -7.9814 -9.1810 4.5710
Cl -4.6544 4.5051 -3.6472
Cl -1.9628 3.0603 10.9668
Cl -7.8037 -8.3196 7.3442
Cl -0.0673 4.5367 1.8198
Cl 1.4843 7.0560 -5.2643
Cl 7.5829 8.9099 1.0424
Cl 10.0599 -1.2515 -4.7533
Cl 1.6334 3.9373 -4.3924
Cl -5.4403 -2.6663 -0.7614
Cl -0.4050 -8.1144 3.2577
Cl 1.3840 1.1023 -0.6694
Cl -2.2536 3.9152 -5.1844
Cl 3.0451 -8.1587 -5.6299
Cl -2.6939 -5.2411 3.9461
Cl 3.1702 5.3022 -2.3403
Cl 3.6349 -1.0439 -9.2576
Cl -4.2311 3.7426 9.2777
P -3.7758 4.6450 1.6591
P -1.9559 0.3433 -1.0319
F -2.9648 2.1966 5.9803
F -3.5096 -0.1312 2.7189
F -6.1531 2.0065 2.2547
F -5.5227 0.6029 3.9071
F -4.3584 0.9582 0.9568
F -4.9100 2.7775 3.9739
O -3.3909 0.6943 -1.9562
O 1.4363 -0.3159 3.1496
O 0.7971 0.8003 2.7243
O -1.8971 0.4276 5.0585
N -1.7300 1.7041 0.0038
N -2.9063 3.2006 1.2376
N -2.6000 3.7748 -1.2219
C 3.2488 4.4669 -3.9001
C -8.1900 1.3737 5.8511
C 7.1758 4.4473 -1.5025
C -5.8263 -4.1581 0.1111
C -0.0368 2.8530 1.1206
C -0.0081 7.6980 -4.5644
C -2.2364 1.6024 4.8858
C -0.7158 -4.9396 -2.1002
C -3.7818 1.2087 2.2621
C -0.4291 0.4280 1.9916
C -2.4935 2.1571 2.2310
C -5.0433 1.6980 3.1137
C 5.1471 -11.1681 -4.0135
C 5.2500 -0.5283 -8.7510
C 0.7830 -9.4211 3.1446
C 9.4218 -1.2370 -6.4044
C 8.3370 -0.0667 -0.1678
C 3.0710 -1.0265 -4.1257
C -7.1164 -9.3766 6.1026
C 2.7044 -7.1028 -4.2525
C -3.6059 -6.5729 4.6749
C -5.3354 4.6437 0.5319
C -2.9181 6.2703 1.2452
C 1.0820 2.6367 0.2427
C 7.3672 7.3858 1.9125
C -1.1745 1.6948 1.3746
C -1.8901 2.5477 3.6596
C 2.1804 3.8061 -0.0039
C -2.4034 2.9866 -0.1467
C -3.9524 3.4959 -4.9254
C -2.9240 2.5837 9.5599
H -0.7495 2.6754 3.6958
H 7.3271 5.2515 -0.7830
H -0.0682 -0.3155 1.1796
H 0.2553 8.4664 -3.8401
H -0.0533 -5.6149 -1.5618
H 1.1186 -0.4556 4.0737
H -1.9730 4.5701 -1.4461
H 8.6220 0.9301 -0.4988
H 3.1179 3.3921 -0.5122
H 1.6813 -9.0280 2.6726
H 9.4718 -2.2502 -6.7995
H -2.2748 2.5808 8.6866
H -3.4350 3.6597 -1.8210
H -3.9327 -0.1313 -2.0062
H 4.7218 -10.2358 -3.6456
H -1.0345 -0.1995 2.7261
H -5.2289 3.7903 -0.2455
H 2.5292 4.1791 1.0332
H 4.0772 -1.0613 -3.7111
H -2.0686 6.4869 1.9977
H 7.7830 7.4996 2.9118
H 5.6346 0.1708 -9.4911
H -7.2293 -10.4082 6.4303
H -2.5910 6.3995 0.1578
H -7.5398 1.3704 4.9790
H 1.6929 -7.3077 -3.9056
H -4.0040 2.4561 -4.6069
H -5.4339 5.6046 -0.0735
H -4.2987 -6.1557 5.4036
H -3.6945 7.1079 1.4390
H 3.6264 5.1665 -4.6438
H 1.7659 4.6515 -0.6517
H -6.2881 4.3874 1.1217
H -6.6342 -3.9476 0.8092
H -2.3123 3.5965 3.9148
*
```

E_HOMO   -11.74 eV
LUMO   -5.2 eV
Gap between HOMO and LUMO   6.549 eV

=====

It is found that the energy values, taken in the order of the records, are -2362.286780 -7242.342241 -1775.868134 -4641.484466 -29179.666229 a.u..